one:
Computed, not measured: CH4N2 in the gas phase, with ωB97M-V/def2-TZVPD.

## Properties
Net charge: 0
Structure (SMILES): [H]/N=C\N
LUMO level in eV: 1.04

Cartesian coordinates (Å):
N -0.96 1.19 0.22
H -0.27 1.85 -0.20
C -0.49 0.02 0.22
N 0.80 -0.37 -0.34
H 1.37 -0.70 0.42
H -1.10 -0.80 0.65
H 0.66 -1.18 -0.96

***

two:
Computed, not measured: CH4N2 in the gas phase, with ωB97M-V/def2-TZVPD.

## Properties
Net charge: 0
Structure (SMILES): C=NN
LUMO level in eV: 1.24

Cartesian coordinates (Å):
H 1.35 -0.81 -1.10
H 0.96 -1.06 0.61
H -0.38 0.60 1.38
N -0.18 0.13 -0.69
H -1.60 1.38 -0.09
N 0.64 -0.91 -0.39
C -0.80 0.67 0.29

***

three:
Computed, not measured: 2 unconnected molecules or ions with the total composition CH4N2, with ωB97M-V/def2-TZVPD.

## Properties
Net charge: 0
LUMO level (spin up / spin down) in eV: 0.41 / 0.14

Cartesian coordinates (Å):
H 0.82 -1.38 1.16
N 0.14 -0.88 0.61
C -0.05 0.51 0.28
H 0.74 1.15 0.75
H -1.17 0.16 -2.25
H -0.96 0.91 0.07
N 0.47 -0.47 -0.63

***

Most stable of them? one.

***

one:
Computed, not measured: a molecular structure, C4H7N3O, with ωB97M-V/def2-TZVPD.

## Properties
Net charge: 0
LUMO level in eV: -0.11

Cartesian coordinates (Å):
C 0.36 0.18 0.32
H -0.95 -1.62 -0.07
N 1.68 -0.27 0.53
O 1.89 -1.55 1.27
C -1.13 1.69 -0.03
C -1.96 0.47 -0.23
H -2.94 0.37 -0.54
H 2.26 0.62 0.76
H -0.77 0.11 -2.65
N 0.11 1.39 0.66
N -0.47 -0.81 -1.92
C -0.79 -0.53 -0.54
H 2.07 -1.09 2.47
H -1.26 -1.59 -2.20
H -1.66 2.52 0.06

***

two:
Computed, not measured: C4H7N3O in the gas phase, with ωB97M-V/def2-TZVPD.

## Properties
Net charge: 0
LUMO level (spin up / spin down) in eV: -0.22 / -0.29

Cartesian coordinates (Å):
H -1.14 1.68 1.89
C -0.30 -1.22 -1.41
H 0.45 -1.25 -2.20
N 0.67 0.90 -0.38
C 0.21 -0.55 -0.17
N 0.36 2.06 0.60
H -0.77 -1.78 1.26
O 2.99 0.27 -0.42
H -0.61 -2.24 -1.20
C -0.18 -0.90 1.09
N -0.90 1.99 0.94
C 1.82 0.33 -0.40
H -1.61 1.75 0.25
H 0.18 -0.35 1.95
H -1.16 -0.68 -1.81

***

Most stable of them? two.

***

one:
Computed, not measured: C4H7N3O in the gas phase, with ωB97M-V/def2-TZVPD.

## Properties
Net charge: 0
Structure (SMILES): C/N=N/C1=CNOC1
LUMO level in eV: 0.36

Cartesian coordinates (Å):
C -0.83 -1.07 0.04
N 1.20 0.48 -0.12
H 3.54 -0.50 1.26
N -2.13 -0.92 0.26
O -2.31 0.52 -0.22
C -0.16 0.13 -0.06
C -1.22 1.21 0.15
H -2.86 -1.36 -0.28
C 3.30 0.03 0.15
H -0.33 -2.00 -0.18
H 3.10 1.15 0.20
N 1.90 -0.50 -0.25
H -1.06 1.54 1.25
H 3.90 -0.19 -0.78
H -1.23 1.98 -0.57

***

two:
Computed, not measured: C4H7N3O in the gas phase, with ωB97M-V/def2-TZVPD.

## Properties
Net charge: 0
Structure (SMILES): Nc1c(O)ccn1N
LUMO level in eV: 0.81

Cartesian coordinates (Å):
H -0.97 -2.63 -0.07
N -0.95 -0.41 0.03
O 2.51 0.50 -0.02
H -2.78 -0.18 0.73
N -0.32 1.95 -0.03
H 3.07 -0.28 -0.18
H -1.99 1.04 -0.19
H 0.10 2.35 0.85
C -0.45 -1.61 -0.07
H 0.07 2.41 -0.92
C 1.25 -0.12 0.01
C 0.95 -1.46 0.01
C 0.08 0.62 0.06
H 1.67 -2.22 -0.05
N -2.23 0.04 -0.16

***

Most stable of them? two.

***

one:
Computed, not measured: C4H7N3O in the gas phase, with ωB97M-V/def2-TZVPD.

## Properties
Net charge: 0
Structure (SMILES): NCC1=NCC(=O)N1
LUMO level in eV: 0.56

Cartesian coordinates (Å):
H -2.03 0.94 -0.98
C 1.81 1.02 -0.01
H 2.33 1.32 0.87
H -2.08 1.02 0.76
O 2.73 -1.26 -0.08
H 0.08 -1.64 0.22
C -0.23 0.42 0.00
H 2.44 1.34 -0.87
C 1.82 -0.48 -0.04
H -2.12 -1.35 0.85
N -2.27 -0.96 -0.07
C -1.75 0.40 -0.07
N 0.47 -0.73 0.10
H -1.67 -1.51 -0.69
N 0.48 1.47 0.01

***

two:
Computed, not measured: C4H7N3O in the gas phase, with ωB97M-V/def2-TZVPD.

## Properties
Net charge: 0
Structure (SMILES): [H]/N=C(CC=O)\C(N)=N/[H]
LUMO level in eV: -0.22

Cartesian coordinates (Å):
H 0.97 -1.92 0.49
H 1.87 1.83 -0.35
C 1.10 0.16 0.27
H -1.38 -1.55 0.44
H -0.93 1.99 0.45
C 0.70 -1.01 1.04
N -0.42 -0.06 -1.90
N 2.00 1.01 0.25
H 1.12 -1.00 2.05
C -0.45 0.57 -0.68
N -0.99 1.71 -0.54
H -1.06 0.33 -2.59
O -1.37 -0.16 1.96
H -0.31 -1.06 -1.94
C -0.84 -0.82 1.06

***

three:
Computed, not measured: a molecular structure, C4H7N3O, with ωB97M-V/def2-TZVPD.

## Properties
Net charge: 0
LUMO level in eV: 0.35

Cartesian coordinates (Å):
H -2.37 1.73 0.19
H -1.02 1.41 1.38
N 0.43 0.44 -0.51
N -0.73 1.22 -0.63
H -2.11 0.01 0.87
N 1.61 0.86 -0.22
H 1.85 -2.38 0.55
H -1.40 -0.58 -0.44
C -1.56 1.05 0.58
H -1.31 0.36 -1.38
C 2.31 -0.26 0.05
H 3.28 -0.11 0.17
C 1.64 -1.32 0.05
C 0.26 -0.92 -0.19
O -0.89 -1.50 -0.47

***

Most stable of them? one.

***

one:
Computed, not measured: C4H7N3O in the gas phase, with ωB97M-V/def2-TZVPD.

## Properties
Net charge: 0
Structure (SMILES): N#CC(CO)=C(N)N
LUMO level in eV: 0.43

Cartesian coordinates (Å):
H 1.64 -2.05 0.15
N -2.42 -1.78 -0.16
C -0.62 0.56 0.08
H -0.48 2.61 0.21
N -1.88 0.72 -0.01
O 2.67 -0.39 -0.27
C 0.01 -0.65 0.00
C -1.14 -1.46 -0.15
H 1.17 1.92 -0.03
H -2.69 -0.01 -0.18
C 1.36 -1.07 0.30
H 1.94 -1.16 1.40
H -2.42 1.78 -0.08
H 2.77 -0.79 -1.15
N 0.10 1.79 -0.10

***

two:
Computed, not measured: C4H7N3O in the gas phase, with ωB97M-V/def2-TZVPD.

## Properties
Net charge: 0
Structure (SMILES): Nc1ccc(N)n1O
LUMO level in eV: 0.73

Cartesian coordinates (Å):
C -1.19 0.21 0.03
H -1.37 2.52 -0.10
O 0.12 -1.90 0.06
H -3.08 0.42 0.82
H -2.29 -1.46 0.43
C 0.72 1.63 0.00
C 1.13 0.24 -0.12
H 0.12 -2.23 -0.75
C -0.71 1.57 0.00
H 1.29 2.59 -0.16
N 2.32 -0.26 0.15
N -2.40 -0.30 0.06
H 2.51 -1.03 0.85
H 3.25 0.37 0.23
N -0.08 -0.56 -0.39

***

Most stable of them? one.

***

one:
Computed, not measured: C4H7N3O in the gas phase, with ωB97M-V/def2-TZVPD.

## Properties
Net charge: 0
Structure (SMILES): C[C@]1(/C(N)=N/O)C=N1
LUMO level in eV: 0.82

Cartesian coordinates (Å):
H -2.18 -0.97 -0.61
H 3.08 1.63 -0.81
H -2.52 -0.60 1.09
N -1.29 1.65 0.24
C 0.62 0.05 -0.34
H 0.24 -1.84 -1.06
O 2.69 0.74 -0.81
N 1.55 0.90 0.01
N 0.78 -0.99 -1.22
H -1.28 -1.79 0.68
H -0.36 1.52 2.31
C -0.70 0.26 0.33
C -1.73 -0.83 0.38
C -0.65 1.36 1.28
H 1.75 -1.09 -1.48

***

two:
Computed, not measured: C4H7N3O in the gas phase, with ωB97M-V/def2-TZVPD.

## Properties
Net charge: 0
Structure (SMILES): N/N=C1/CNC(=O)C1
LUMO level in eV: 0.74

Cartesian coordinates (Å):
N 0.03 -1.18 1.41
O -0.84 0.43 2.60
H -0.79 1.44 -2.35
H -0.20 -1.81 2.31
H -1.32 1.46 -0.02
H 1.76 -1.57 0.12
C 0.56 -1.49 0.09
H 0.28 0.96 -3.72
C 0.24 -0.17 -0.78
N 0.13 1.07 -2.65
N 0.54 0.05 -2.00
C -0.29 1.00 0.17
C -0.30 0.16 1.50
H 0.13 -2.36 -0.52
H 0.60 1.83 0.14

***

Most stable of them? two.